Computed, not measured: C45H56AuN5OS3Te as an isolated structure at a distorted geometry, with ωB97M-V/def2-TZVPD.

calculated total energy = -100549.2793 eV
2S+1 = 2
⟨S²⟩ = 0.75
ΔE to the lowest compared entry with this formula, charge and spin = 677.1 kJ/mol
total charge = +1
maximum force = 2.53 eV Å⁻¹
E_HOMO (spin up / spin down) = -0.31476 / -0.31288 Ha

Atoms and positions in Å:
Au -0.58 1.79 1.08
C -4.07 -0.41 2.53
C -4.72 0.80 1.89
S -3.55 1.97 1.11
C -3.67 3.43 2.20
C -3.10 3.19 3.58
S -1.28 2.90 3.52
C -1.12 1.42 4.58
C -1.62 0.13 3.97
S -3.42 -0.14 4.22
H -3.26 -0.79 1.90
H -4.83 -1.18 2.65
H -5.32 1.36 2.60
H -5.36 0.47 1.07
H -4.72 3.71 2.25
H -3.12 4.21 1.68
H -3.56 2.33 4.06
H -3.25 4.08 4.20
H -1.63 1.64 5.52
H -0.05 1.36 4.76
H -1.12 -0.71 4.46
H -1.41 0.09 2.90
C 0.49 5.40 1.30
N 1.53 5.12 2.26
C 2.59 6.10 2.23
C 1.95 3.73 2.28
C 2.25 3.08 0.94
C 3.49 3.32 0.35
C 3.86 2.72 -0.83
C 3.00 1.80 -1.42
C 1.77 1.54 -0.83
C 1.37 2.22 0.31
H 0.07 6.38 1.52
H -0.30 4.66 1.40
H 0.84 5.40 0.26
H 2.16 7.08 2.42
H 3.12 6.14 1.26
H 3.31 5.87 3.02
H 1.16 3.16 2.77
H 2.84 3.67 2.91
H 4.19 3.98 0.85
H 4.81 2.93 -1.28
H 3.28 1.28 -2.32
H 1.14 0.78 -1.26
C -1.85 0.22 -1.79
C -0.94 -0.60 -0.84
O -0.46 -1.64 -1.37
N -0.75 -0.28 0.38
Te 0.85 -2.24 0.68
C 2.57 -3.57 0.93
C 3.68 -3.47 0.11
C 3.74 -2.52 -1.05
C 4.78 -4.29 0.36
C 4.80 -5.18 1.42
C 5.98 -6.05 1.69
C 3.68 -5.23 2.25
C 2.57 -4.44 2.03
C 1.40 -4.51 2.96
C -0.52 -3.84 0.37
C -0.36 -4.62 -0.77
C 0.81 -4.46 -1.68
C -1.33 -5.56 -1.09
C -2.44 -5.76 -0.29
C -3.50 -6.75 -0.66
C -2.56 -5.00 0.87
C -1.61 -4.03 1.21
C -1.80 -3.26 2.47
H -1.77 -0.21 -2.79
H -1.05 1.86 -0.83
H -2.87 0.11 -1.42
H 2.92 -1.80 -0.99
H 3.66 -3.06 -1.99
H 4.69 -1.99 -1.05
H 5.65 -4.22 -0.29
H 6.73 -5.93 0.91
H 5.68 -7.09 1.73
H 6.43 -5.79 2.65
H 3.69 -5.89 3.10
H 1.70 -4.92 3.92
H 0.62 -5.14 2.54
H 1.00 -3.50 3.11
H 1.14 -3.42 -1.69
H 0.55 -4.75 -2.69
H 1.63 -5.09 -1.33
H -1.20 -6.14 -1.99
H -3.21 -7.32 -1.53
H -4.43 -6.23 -0.88
H -3.69 -7.44 0.16
H -3.41 -5.14 1.52
H -2.84 -2.98 2.60
H -1.18 -2.36 2.46
H -1.51 -3.87 3.33
N 0.62 5.51 -9.64
C 0.28 5.06 -8.65
C -0.13 4.52 -7.41
C 0.70 3.68 -6.68
C 0.30 3.18 -5.46
C -0.95 3.52 -4.94
C -1.80 4.35 -5.68
C -1.40 4.84 -6.90
N -1.36 3.02 -3.71
C -2.56 3.27 -3.10
C -2.68 2.51 -2.00
N -1.52 1.68 -1.85
C -0.73 2.02 -3.00
H 1.67 3.41 -7.08
H 0.96 2.54 -4.91
H -2.78 4.61 -5.33
H -2.06 5.46 -7.48
H -3.26 3.98 -3.47
H -3.48 2.46 -1.29
H 0.31 1.82 -3.02

These are the Mulliken partial charges, in e, on atoms 1 to 4: number 1, Au, carries -0.643; number 2, C, carries 0.060; number 3, C, carries -1.258; number 4, S, carries 0.399